No. 1
DFT (ωB97M-V with the def2-TZVPD basis set) results for a structure of composition C35H38ClCsN5O6SSbTe.

Output
Kohn-Sham gap (eV): 5.43
E_tot (Ha): -3468.38360
LUMO (eV): 3.8
Relative energy (zero: lowest compared OMol25 entry of this formula, charge and spin) (kJ/mol): 0.0

Geometry as ORCA input:
```
! wB97M-V def2-TZVPD RIJCOSX def2/J DEFGRID3
* xyz -2 1
C -0.829 1.551 5.409
H 3.981 0.818 -3.930
H 3.388 0.375 4.840
C -4.777 2.279 0.034
N -0.574 -1.132 2.866
H 0.387 -0.792 -5.491
C 2.563 3.405 -2.513
H -6.545 2.824 3.603
H 3.037 1.587 -5.227
C -5.098 -1.838 -2.321
C -4.377 -0.699 -2.046
C -2.374 -0.279 4.798
H -0.624 -2.143 -6.066
C -2.980 -0.805 -1.833
Sb 1.553 1.546 -2.911
H -0.557 2.966 -3.822
H -2.858 2.079 3.372
C -3.423 2.001 0.042
H 7.300 -0.650 0.551
C 6.220 -0.571 0.488
H 2.239 2.202 4.134
C 2.262 -3.353 -4.886
C 6.128 -0.081 2.910
H -5.040 3.380 4.346
H 7.208 -0.145 2.975
N -2.367 -2.005 -1.915
O 2.886 -3.902 -1.472
H -5.294 2.364 -0.912
H 5.808 0.278 4.984
H -0.326 1.556 -4.857
H 6.097 -1.039 -1.599
O 2.900 -5.256 0.468
C -4.458 -3.073 -2.393
H 1.897 4.057 -1.947
S -2.525 1.737 -1.478
C -2.733 1.923 1.249
H 3.614 -0.838 -1.626
Cl 2.112 -4.812 -0.652
O 0.938 -4.106 -0.178
H -5.444 1.669 4.362
N 3.459 -0.380 0.359
C 0.189 2.370 -4.345
H 2.856 3.904 -3.438
C -0.244 -0.085 3.661
H -6.169 -1.766 -2.485
C 3.251 0.057 2.722
H 2.792 -2.459 -5.212
H -3.606 -1.882 4.088
C 3.950 0.225 3.929
C 2.993 0.889 -4.388
C -3.090 -3.087 -2.184
H -1.186 -1.108 -4.731
N -2.144 0.222 -1.522
H -1.948 -2.549 2.350
Cs 0.475 -1.166 -0.206
C 5.491 -0.273 1.661
H 0.731 2.979 -5.070
C 1.304 1.674 4.267
O -3.413 2.180 -2.541
H 1.977 -3.955 -5.747
C 4.078 -0.197 1.549
C 0.375 2.172 5.184
C -5.494 2.579 3.760
H 0.628 3.072 5.735
H 2.903 -3.932 -4.223
C -4.776 2.390 2.449
C 5.568 -0.781 -0.691
C -0.315 -1.570 -5.195
C -3.405 2.126 2.438
C -1.148 0.407 4.642
O 1.708 -5.950 -1.446
C 4.165 -0.668 -0.703
H -6.513 2.679 1.229
H -1.668 1.723 1.246
C -2.670 -1.345 4.000
H -3.074 0.073 5.549
C -5.449 2.466 1.239
C 5.344 0.153 4.010
H -1.541 1.919 6.139
O -1.298 2.486 -1.309
C -1.729 -1.726 3.025
H -4.852 0.268 -2.017
C 1.072 0.524 3.495
H 3.450 3.207 -1.910
Te 0.560 -2.836 -3.707
H 2.711 -0.100 -4.750
N 1.912 0.000 2.586
H -4.993 -3.989 -2.608
H -2.531 -4.017 -2.239
*
```

Atom charges from the Löwdin analysis, given in e for atoms 1 to 4:
1 C -0.10
2 H -0.01
3 H 0.09
4 C -0.07

No. 2
DFT (ωB97M-V with the def2-TZVPD basis set) results for a cluster of 6 separate species, C35H38FNO6S in total at a distorted geometry.

Output
Kohn-Sham gap (eV): 9.46
E_tot (Ha): -2360.70056
LUMO (eV): 0.3

Geometry as ORCA input:
```
! wB97M-V def2-TZVPD RIJCOSX def2/J DEFGRID3
* xyz 0 1
C -5.762 0.525 -0.029
H -6.541 0.787 0.670
H 0.962 5.009 5.382
C 1.094 4.344 4.539
H 7.716 -5.145 0.229
C -5.842 0.381 6.957
H 0.573 -0.798 -1.810
C 7.052 -7.503 -2.105
C 1.513 -1.303 -1.978
H 3.312 6.387 -2.136
C 3.931 -2.588 -2.434
H -0.581 3.157 1.848
H -2.675 -0.571 1.094
H -7.660 -2.265 5.886
F -2.888 1.910 -4.575
H 0.681 2.347 -3.197
H 4.206 -5.671 -2.160
H -5.981 0.956 3.625
C 5.201 -5.988 -1.873
O -1.450 2.967 -5.863
C 1.721 4.043 -3.991
H 4.694 -1.392 -0.825
C 5.898 -5.286 -0.899
H -4.670 -2.362 0.673
C 1.260 3.228 -2.967
H -3.416 0.925 1.540
C -4.767 -0.409 0.642
H 1.559 1.963 1.540
H -6.731 -1.293 7.957
C 2.298 3.678 4.363
C -7.089 -1.347 5.844
C 0.226 3.302 2.554
C -6.147 0.463 4.575
C -5.632 1.015 5.740
H 1.500 3.795 -5.021
H -0.366 0.701 -5.417
C 1.614 -2.257 -2.982
H -5.068 1.937 5.700
C 2.280 4.681 -1.345
C -6.569 -0.799 7.008
H -7.282 -1.143 3.718
H 2.540 -0.256 -0.413
C 0.059 4.159 3.633
N -0.730 1.186 -4.608
H 4.875 -3.086 -2.614
H 5.238 -7.640 -3.239
C 7.171 -5.693 -0.529
C -1.686 2.099 -5.076
H 3.107 3.826 5.067
H 1.184 2.907 -0.849
C -1.247 0.203 -3.720
O -2.903 0.874 -0.394
H -6.200 0.043 -0.884
O -1.561 -0.905 -4.088
C 2.739 5.499 -2.369
H 8.739 -7.124 -0.836
C 2.462 5.178 -3.691
H 7.503 -8.367 -2.575
O -4.782 -1.676 0.020
H -5.283 1.441 -0.332
C 5.779 -7.094 -2.477
H 2.823 5.813 -4.489
H 3.407 2.306 3.143
H 5.447 -4.421 -0.430
H 2.901 -3.647 -3.988
S -2.666 -0.151 -1.643
C 2.620 -0.996 -1.200
C 2.467 2.823 3.283
O -3.779 0.058 -2.506
C 7.747 -6.804 -1.129
H -0.878 4.684 3.767
H -5.438 0.808 7.865
H 0.750 -2.498 -3.588
C 1.429 2.633 2.381
H -5.118 -0.535 1.662
H 2.497 4.929 -0.314
C -6.877 -0.716 4.627
O -1.325 0.568 -2.422
C 3.830 -1.635 -1.429
C 2.823 -2.901 -3.208
C 1.542 3.546 -1.647
C -3.380 0.178 0.764
*
```

Atom charges from the Löwdin analysis, given in e for atoms 1 to 4:
1 C -0.02
2 H 0.07
3 H 0.10
4 C -0.10

No. 3
DFT (ωB97M-V with the def2-TZVPD basis set) results for a structure of composition C35H38N4O4PtS3Se at a distorted geometry.

Output
Kohn-Sham gap (spin up / spin down) (eV): 5.76 / 5.89
E_tot (Ha): -5591.58267
⟨S²⟩: 2.013
LUMO (spin up / spin down) (eV): 0.1 / -1.5
Relative energy (zero: lowest compared OMol25 entry of this formula, charge and spin) (kJ/mol): 91.9

Geometry as ORCA input:
```
! wB97M-V def2-TZVPD RIJCOSX def2/J DEFGRID3
* xyz 0 3
C 0.452 1.355 -1.621
H -2.390 0.295 3.323
O -6.695 3.888 -0.830
C -1.296 -3.397 -2.459
H -4.320 3.900 -2.486
H 4.048 -5.749 -1.975
H -0.108 3.196 1.557
C -3.537 5.704 0.369
H -4.387 2.348 2.739
N 2.922 -1.314 2.220
C 3.033 -6.006 -1.580
C 4.923 -1.418 3.424
H -2.466 1.994 3.687
H -1.158 6.667 -1.828
C -3.773 4.500 -1.717
N 4.424 -3.074 1.779
H -0.632 -4.134 -2.061
C -0.467 -0.997 -2.010
C -2.608 1.621 1.647
C -3.828 2.547 1.799
H -5.710 1.854 0.874
O 2.080 -2.513 -1.853
H 0.685 1.020 -0.613
H 2.143 -9.583 -0.351
H 1.391 1.900 -1.930
C -2.048 1.308 3.000
N 1.396 -8.911 -0.240
H -1.663 -3.803 -3.449
C 0.949 -5.269 -0.467
H -4.457 2.112 -0.306
H -3.903 5.903 1.347
H 0.994 -1.960 -6.521
H -2.948 0.675 1.144
H 1.436 6.490 3.864
C 0.482 -0.936 -4.689
C 0.884 4.823 2.533
H -0.420 -6.803 -0.045
C 1.146 4.629 4.919
C -0.778 -2.089 -2.919
H 0.539 -9.250 0.160
S -0.216 1.091 3.437
C 0.123 0.233 -2.560
O 4.266 -3.280 -1.048
H 3.305 -8.149 -1.751
H -3.556 3.588 1.881
H 0.966 5.380 1.593
C -2.419 6.340 -0.136
C 0.675 3.317 4.856
C 2.275 -4.979 -0.990
H 3.443 0.229 3.562
H -0.148 -2.963 -4.808
H -2.174 4.632 -3.091
C 1.225 5.388 3.788
S 2.837 -3.276 -0.926
H 2.380 -1.195 -5.665
C 1.502 -7.644 -0.669
C 0.428 0.224 -3.894
O 0.606 0.710 2.182
C 3.359 -2.394 1.527
C 0.236 2.782 3.661
C -4.881 2.482 0.661
H -2.128 -3.219 -1.770
H 6.092 -3.171 2.960
C 1.297 -1.069 -5.941
H -1.798 1.963 0.987
C 0.284 3.572 2.448
H -0.297 2.159 -1.657
H 1.198 -0.152 -6.483
H -1.881 7.078 0.496
C 5.238 -2.580 2.745
H 0.437 2.795 5.823
H 5.597 -1.064 4.178
C 3.711 -0.773 3.114
H 0.285 -4.412 -0.273
N 2.314 -2.758 0.660
C -0.203 -2.071 -4.207
C -2.534 4.966 -2.129
C 2.677 -7.323 -1.380
H 1.426 4.996 5.885
S -5.682 4.079 0.225
C 0.574 -6.581 -0.370
H 0.818 1.119 -4.379
C -4.224 4.807 -0.457
Se -0.933 -1.306 -0.147
C -1.970 6.034 -1.415
Pt 1.141 -1.125 1.039
*
```

Atom charges from the Löwdin analysis, given in e for atoms 1 to 4:
1 C -0.08
2 H 0.10
3 O -0.51
4 C -0.10